1.
ORCA calculation (ωB97M-V/def2-TZVPD) on a cluster of 7 separate species, C16H35BBrCl12N4O4S in total in a non-equilibrium geometry.

The molar mass is 895.7 g/mol. The HOMO-LUMO gap is 8.651 eV. Its total energy is -263127.7737 eV. The calculation puts the highest occupied orbital energy at -12.50 eV. The charge is +1. The strongest force on any atom is 0.0431 Eh/bohr.

Element x y z (Å)
C 3.237 2.633 1.264
O 2.177 3.088 0.431
C 0.880 2.829 0.867
C 0.315 1.764 -0.078
O 1.171 0.675 0.010
C 0.846 -0.463 -0.769
C 1.628 -1.617 -0.144
C 3.094 -1.280 0.155
C 3.353 -1.184 1.644
Br 3.213 -2.937 2.494
B 1.230 -0.323 -2.343
N 1.595 -1.490 -3.089
O 1.246 0.924 -2.942
N -0.628 -0.814 -0.582
S -1.596 -0.610 -2.020
C -1.112 -0.004 0.466
N -1.484 -0.621 1.569
N -1.115 1.320 0.277
C -1.818 2.148 1.288
C -3.319 1.865 1.310
O -3.959 2.499 0.206
H 3.972 2.135 0.634
H 2.900 1.917 2.009
H 3.725 3.487 1.725
H 0.316 3.755 0.769
H 0.837 2.506 1.909
H 0.302 2.215 -1.069
H 1.130 -1.808 0.811
H 1.506 -2.521 -0.726
H 3.721 -2.085 -0.220
H 3.420 -0.357 -0.321
H 2.622 -0.560 2.148
H 4.348 -0.830 1.872
H 1.872 -1.221 -4.027
H 0.844 -2.161 -3.199
H 0.614 0.871 -3.665
H -1.606 0.719 -2.243
H -2.024 -1.473 1.494
H -1.285 -0.298 2.505
H -1.747 3.195 1.021
H -1.407 1.991 2.283
H -3.538 0.803 1.253
H -3.746 2.322 2.195
H -3.462 2.317 -0.592
C -0.627 -3.498 3.630
Cl -1.233 -2.293 4.777
Cl -1.903 -4.043 2.531
H 0.166 -3.052 3.040
H -0.254 -4.346 4.193
C -3.598 -1.740 -5.445
Cl -3.410 -3.012 -6.649
Cl -2.351 -0.486 -5.608
H -4.567 -1.275 -5.576
H -3.517 -2.182 -4.459
C -0.037 2.896 -7.200
Cl 1.496 2.982 -8.057
Cl -0.016 1.649 -5.932
H -0.234 3.851 -6.731
H -0.821 2.640 -7.902
C -5.813 3.898 -2.672
Cl -5.659 2.668 -3.934
Cl -4.552 5.130 -2.804
H -6.778 4.378 -2.773
H -5.725 3.416 -1.705
C -1.898 -5.147 7.795
Cl -1.479 -6.088 6.354
Cl -0.893 -3.703 7.949
H -2.933 -4.840 7.712
H -1.750 -5.768 8.669
C 7.311 -1.157 2.933
Cl 6.555 0.356 3.456
Cl 6.923 -1.535 1.250
H 8.385 -1.058 3.025
H 6.941 -1.959 3.559

***

2.
ORCA calculation (ωB97M-V/def2-TZVPD) on a cluster of 4 separate species, C43H87N2S2 in total in a non-equilibrium geometry.

The molar mass is 696.3 g/mol. The HOMO-LUMO gap is 5.636 eV. Its total energy is -70630.0497 eV. The calculation puts the highest occupied orbital energy at -10.75 eV. The charge is +1. The strongest force on any atom is 0.1031 Eh/bohr.

Element x y z (Å)
C -0.780 3.752 -6.044
C 0.412 2.946 -6.877
C 0.676 1.429 -6.232
C 1.283 1.659 -4.719
C 0.287 1.033 -3.532
C 0.614 1.867 -2.145
C 1.016 0.927 -0.864
C 2.532 0.305 -0.904
N 3.189 0.297 -2.266
C 3.702 -1.083 -2.633
C 2.630 -2.020 -3.450
C 1.400 -2.617 -2.544
C 0.483 -3.705 -3.393
C -0.996 -3.134 -3.828
C -2.090 -3.676 -2.734
C -3.111 -2.536 -2.144
C -2.417 -1.094 -1.791
C 4.359 1.293 -2.118
S 5.847 0.790 -1.386
S 4.256 3.096 -2.702
C 3.510 4.156 -1.338
C 2.736 5.513 -1.907
C 1.225 5.716 -1.307
N 1.141 5.569 0.218
C 2.249 6.107 1.144
C 2.140 5.882 2.770
C 0.847 5.084 3.436
C -0.329 4.578 2.361
C -0.111 4.853 0.735
H -0.774 3.537 -4.893
H -0.589 4.917 -6.189
H -1.813 3.398 -6.466
H 1.401 3.554 -6.699
H 0.209 2.896 -8.039
H -0.351 0.868 -6.263
H 1.492 0.866 -6.877
H 2.320 1.115 -4.662
H 1.471 2.808 -4.601
H -0.847 1.164 -3.802
H 0.548 -0.106 -3.469
H -0.375 2.457 -1.829
H 1.398 2.690 -2.425
H 0.972 1.633 0.097
H 0.201 0.095 -0.674
H 3.242 0.878 -0.134
H 2.441 -0.825 -0.538
H 4.639 -0.947 -3.358
H 4.107 -1.660 -1.674
H 2.172 -1.519 -4.405
H 3.248 -2.965 -3.838
H 1.881 -3.226 -1.641
H 0.779 -1.752 -2.058
H 1.101 -3.979 -4.376
H 0.392 -4.671 -2.712
H -1.260 -3.665 -4.863
H -1.034 -1.983 -4.044
H -1.588 -4.268 -1.829
H -2.767 -4.491 -3.282
H -3.531 -2.964 -1.112
H -4.079 -2.359 -2.814
H -1.274 -1.019 -2.029
H -2.946 -0.275 -2.479
H -2.542 -0.769 -0.649
H 4.362 4.462 -0.584
H 2.742 3.460 -0.746
H 2.681 5.402 -3.082
H 3.380 6.461 -1.618
H 0.557 4.848 -1.770
H 0.711 6.725 -1.670
H 3.171 6.642 0.608
H 3.029 6.281 3.424
H 0.762 4.888 4.589
H -1.318 4.025 2.734
H -0.961 4.463 0.029
C 1.277 -5.734 0.454
C 0.000 -6.493 0.127
C -1.103 -6.292 1.169
C -0.770 -6.794 2.578
C -0.401 -8.276 2.671
C -1.530 -9.203 2.248
H 1.721 -6.074 1.393
H 2.018 -5.887 -0.339
H 1.082 -4.659 0.531
H 0.225 -7.558 0.007
H -0.372 -6.147 -0.844
H -2.016 -6.782 0.812
H -1.343 -5.223 1.232
H -1.634 -6.602 3.227
H 0.053 -6.200 2.993
H -0.135 -8.503 3.710
H 0.492 -8.488 2.072
H -2.419 -9.042 2.867
H -1.222 -10.248 2.363
H -1.806 -9.053 1.201
C 6.831 6.990 8.035
C 5.462 7.020 8.698
C 4.458 6.065 8.050
C 4.123 6.365 6.584
C 3.569 7.767 6.317
C 2.246 8.032 7.020
H 6.782 7.311 6.991
H 7.517 7.665 8.558
H 7.258 5.982 8.069
H 5.075 8.044 8.696
H 5.580 6.738 9.751
H 3.536 6.068 8.643
H 4.849 5.042 8.110
H 3.393 5.623 6.237
H 5.017 6.217 5.967
H 3.418 7.881 5.237
H 4.299 8.530 6.607
H 1.487 7.309 6.707
H 1.883 9.035 6.770
H 2.348 7.979 8.107
C -5.013 -5.556 -0.348
C -6.198 -5.166 0.522
C -7.539 -5.653 -0.031
C -7.928 -5.079 -1.399
C -8.000 -3.552 -1.467
C -9.057 -2.960 -0.547
H -5.077 -5.110 -1.344
H -4.079 -5.213 0.111
H -4.953 -6.645 -0.459
H -6.210 -4.080 0.660
H -6.055 -5.599 1.519
H -8.324 -5.424 0.698
H -7.515 -6.747 -0.111
H -8.903 -5.494 -1.682
H -7.220 -5.432 -2.158
H -8.234 -3.262 -2.498
H -7.024 -3.111 -1.238
H -10.049 -3.351 -0.791
H -9.085 -1.870 -0.660
H -8.847 -3.178 0.503

***

3.
ORCA calculation (ωB97M-V/def2-TZVPD) on a cluster of 2 separate species, C5H18N2O in total in a non-equilibrium geometry.

The molar mass is 122.2 g/mol. The HOMO-LUMO gap is 12.182 eV. For the energy above the lowest of the compared OMol25 structures with the same formula, charge and spin, the calculation gives 95.5 kJ/mol. Its total energy is -10488.6644 eV. The calculation puts the highest occupied orbital energy at -18.24 eV. The charge is +2. The strongest force on any atom is 0.0470 Eh/bohr.

Element x y z (Å)
C 1.389 -0.244 1.173
C -0.123 -0.273 1.226
C -0.669 -0.488 -0.203
C -2.130 0.059 -0.280
C -2.777 -0.193 -1.645
N -2.286 0.847 -2.626
N 2.010 -0.429 2.519
H 1.775 -0.901 0.422
H 1.645 0.722 0.705
H -0.531 -1.015 1.934
H -0.489 0.721 1.529
H -0.028 0.019 -0.939
H -0.659 -1.526 -0.520
H -2.070 1.077 0.156
H -2.641 -0.584 0.436
H -2.384 -1.078 -2.142
H -3.843 -0.314 -1.505
H -2.982 1.539 -2.951
H -1.879 0.453 -3.473
H -1.550 1.392 -2.167
H 1.848 -1.424 2.757
H 1.465 -0.004 3.268
H 3.011 -0.212 2.420
H 4.482 0.929 0.270
H 3.876 -0.166 -0.636
O 3.649 0.560 -0.052

***

4.
ORCA calculation (ωB97M-V/def2-TZVPD) on an isolated molecule of C2HF4P in a non-equilibrium geometry.

The molar mass is 132.0 g/mol. The HOMO-LUMO gap is 9.755 eV. For the energy above the lowest of the compared OMol25 structures with the same formula, charge and spin, the calculation gives 95.9 kJ/mol. As for the SMILES: F/P=C/C(F)(F)F. Its total energy is -22248.0144 eV. The calculation puts the highest occupied orbital energy at -10.67 eV. The strongest force on any atom is 0.1027 Eh/bohr.

Element x y z (Å)
F 3.062 0.270 0.074
P 1.431 0.676 0.366
C 0.307 -0.513 -0.100
C -0.980 0.023 0.013
F -1.024 1.345 -0.202
F -1.359 0.005 1.288
F -1.909 -0.500 -0.707
H 0.471 -1.305 -0.731

***

5.
ORCA calculation (ωB97M-V/def2-TZVPD) on a cluster of 3 separate species, C17H25N3O5 in total in a non-equilibrium geometry.

The molar mass is 351.4 g/mol. The HOMO-LUMO gap is 7.463 eV. For the energy above the lowest of the compared OMol25 structures with the same formula, charge and spin, the calculation gives 1493.6 kJ/mol. As for the SMILES: CCNc1ccc(N=C=O)c2c1C(=O)NC2=O.CC(C)O.CC(C)O. Its total energy is -32728.2772 eV. The calculation puts the highest occupied orbital energy at -9.16 eV. The strongest force on any atom is 0.2232 Eh/bohr.

Element x y z (Å)
C 3.730 4.108 -1.520
C 3.891 3.247 -2.914
N 2.578 3.218 -3.710
C 1.676 2.287 -2.916
C 1.802 0.627 -3.050
C 0.856 -0.416 -2.162
C -0.243 0.273 -1.110
N -1.106 -0.613 -0.236
C -0.374 -0.750 0.944
O 0.413 -0.890 2.040
C -0.384 1.904 -1.005
C 0.558 2.913 -1.893
C 0.123 4.450 -1.524
O 0.695 5.634 -1.754
N -1.179 4.275 -0.730
C -1.350 2.881 -0.111
O -2.119 2.602 0.961
H 3.020 3.585 -0.726
H 4.772 4.303 -0.976
H 3.290 5.183 -1.743
H 4.755 3.675 -3.578
H 4.226 2.148 -2.592
H 2.726 2.725 -4.624
H 2.606 0.133 -3.777
H 0.987 -1.596 -2.248
H -1.889 4.559 -1.441
C 1.311 -2.493 5.028
C 1.111 -2.198 6.506
C -0.316 -2.491 6.941
O 1.411 -0.828 6.759
H 0.656 -1.867 4.412
H 2.339 -2.266 4.726
H 1.104 -3.544 4.803
H 1.808 -2.801 7.099
H -1.029 -1.865 6.393
H -0.449 -2.263 8.004
H -0.572 -3.542 6.774
H 0.797 -0.285 6.237
C -2.878 -3.686 -1.844
C -3.374 -2.346 -2.364
C -4.660 -2.503 -3.160
O -2.374 -1.762 -3.194
H -2.660 -4.371 -2.670
H -1.945 -3.560 -1.283
H -3.620 -4.154 -1.189
H -3.542 -1.664 -1.523
H -4.505 -3.146 -4.033
H -4.999 -1.533 -3.538
H -5.455 -2.936 -2.544
H -2.218 -2.361 -3.943